Below is an isolated molecule of C2H3ClO at a distorted geometry, with properties calculated with wB97M-V/def2-TZVPD.

```
7
Properties=species:S:1:pos:R:3:forces:R:3:mulliken_charge:R:1
Cl 2.6157 0.1312 0.0875 -0.7 -0.1 -0.3 -0.21
C 0.9459 -0.2605 -0.4846 1.4 -0.4 -3.4 0.18
C -0.1279 -0.1138 0.4490 2.6 -1.1 0.7 -0.38
O 0.3929 -1.4040 0.0742 0.8 -0.3 -0.5 -0.36
H 0.8921 -0.1546 -1.6854 0.0 -0.1 3.1 0.27
H 0.2506 0.0978 1.4168 -0.7 0.8 1.0 0.23
H -1.0589 -0.0682 0.0769 -3.4 1.1 -0.6 0.27
```
Forces are in eV/Å.

Calculated values
- structure (SMILES) = Cl[C@@H]1CO1
- gap between HOMO and LUMO (eV) = 11.864
- highest occupied orbital energy (eV) = -10.819
- multiplicity = 1
- lowest unoccupied orbital energy (eV) = 1.04

***

Below is a cluster of 2 separate species, C2H3ClO2 in total, with properties calculated with wB97M-V/def2-TZVPD.

```
8
Properties=species:S:1:pos:R:3:forces:R:3:mulliken_charge:R:1
C -0.2032 -0.2324 -0.3781 -0.1 -0.4 -0.4 -0.65
C 0.7266 -0.8529 0.6943 0.0 0.0 0.0 0.51
O 0.4528 -2.0415 1.0242 -0.1 0.0 0.0 -0.76
O 1.6782 -0.1594 1.1135 0.1 0.0 0.0 -0.71
H -1.2551 -0.3551 -0.1077 0.1 0.1 0.2 0.21
H -0.0799 -0.8534 -1.2779 0.0 0.1 0.0 0.17
H -0.0306 0.8104 -0.6479 0.1 -0.1 0.3 0.23
Cl -1.2887 3.6843 -0.4204 -0.2 0.3 -0.1 -1.00
```
Forces are in eV/Å.

Calculated values
- gap between HOMO and LUMO (eV) = 7.982
- highest occupied orbital energy (eV) = -0.898
- multiplicity = 1
- net charge = -2
- lowest unoccupied orbital energy (eV) = 7.08

***

Below is an isolated molecule of C2H3ClO2S at a distorted geometry, with properties calculated with wB97M-V/def2-TZVPD.

```
9
Properties=species:S:1:pos:R:3:forces:R:3:mulliken_charge:R:1
C -0.2884 0.2114 0.2369 -0.5 0.6 -0.4 0.32
C 0.3983 -0.3570 -0.9379 -2.3 -3.7 1.6 -0.52
O -2.1930 1.3399 1.4307 -0.8 0.3 0.5 -0.50
O 0.5490 0.6156 1.2188 0.5 -1.6 -0.2 -0.42
S -1.9085 0.5490 0.2336 1.8 -0.2 0.1 0.29
Cl 1.2918 -1.8741 -0.3153 -0.1 0.8 -0.5 -0.22
H 1.0355 0.3019 -1.3107 3.5 2.7 -1.2 0.35
H -0.1571 -0.6867 -1.7916 -1.0 -0.3 0.0 0.36
H 1.2723 -0.0998 1.2355 -1.1 1.5 0.1 0.36
```
Forces are in eV/Å.

Calculated values
- gap between HOMO and LUMO (eV) = 8.837
- highest occupied orbital energy (eV) = -9.093
- multiplicity = 1
- lowest unoccupied orbital energy (eV) = -0.26

***

Values for ΔE to the lowest compared entry with this formula, charge and spin, kJ/mol, ordered as above
180.5; 46.5; 123.2